# C55H120CaF4N7O8S4

C55H120CaF4N7O8S4 as an isolated structure in a non-equilibrium geometry (ωB97M-V/def2-TZVPD, OMol25).

```
! wB97M-V def2-TZVPD RIJCOSX def2/J DEFGRID3
* xyz 4 2
Ca 7.8318 6.9109 7.2180
C 2.7583 6.8676 7.4427
C 1.4004 6.9183 8.1847
C 1.4580 6.1414 9.6302
C 0.9060 6.7438 10.9238
N 1.0038 5.6840 12.1488
C 0.7125 6.5013 13.3430
C -0.6447 5.9780 13.8684
C -1.3115 5.2041 12.6333
C -0.0592 4.6233 11.9995
C 2.4360 5.1186 12.2481
C 3.5177 6.2114 12.3118
C 4.8033 5.4281 12.8715
H 3.6288 7.2358 7.9857
H 2.6573 7.1942 6.4077
H 2.8814 5.7998 7.2612
H 0.6655 6.4492 7.5305
H 1.0450 7.9314 8.3727
H 2.5315 6.0327 9.7847
H 1.1327 5.1076 9.5143
H -0.1381 7.0053 10.7516
H 1.5567 7.6059 11.0697
H 1.4317 6.3447 14.1469
H 0.6079 7.5490 13.0610
H -0.4192 5.2862 14.6800
H -1.1984 6.8598 14.1911
H -1.9828 4.4241 12.9927
H -1.8934 5.9509 12.0932
H 0.3280 3.7661 12.5504
H -0.2808 4.3713 10.9625
H 2.5665 4.4571 11.3916
H 2.3899 4.5989 13.2051
H 3.2224 7.0340 12.9631
H 3.8063 6.6973 11.3797
H 5.2615 4.8306 12.0834
H 4.5072 4.7893 13.7036
H 5.5690 6.0702 13.3067
C 1.8724 10.3330 5.3404
C 1.1378 10.8478 6.6095
C -0.2556 11.4254 6.3716
C -1.1776 11.2559 7.6027
N -2.4419 12.0824 7.4647
C -2.0936 13.6030 7.7510
C -2.2219 13.8142 9.3379
C -3.0912 12.6760 9.7759
C -3.5216 11.8783 8.5919
C -3.1028 12.0495 6.0377
C -3.5123 10.5765 5.5254
C -4.4664 10.6644 4.2730
H 1.2799 9.6710 4.7089
H 2.6808 9.6189 5.4979
H 2.1825 11.0909 4.6212
H 1.6780 11.6347 7.1358
H 1.2873 9.9642 7.2299
H -0.6043 10.8468 5.5161
H -0.0260 12.4119 5.9689
H -0.6662 11.6276 8.4906
H -1.4318 10.2106 7.7788
H -2.8627 14.1551 7.2108
H -1.0820 13.8117 7.4030
H -2.6619 14.7819 9.5783
H -1.3074 13.7882 9.9304
H -3.8830 12.9255 10.4822
H -2.4117 11.9805 10.2684
H -4.3783 12.3002 8.0664
H -3.6502 10.8109 8.7712
H -2.3603 12.5992 5.4592
H -3.9370 12.7485 6.0981
H -4.2354 10.3539 6.3100
H -2.7878 9.7655 5.4500
H -4.9793 11.5873 4.0020
H -5.1958 9.8547 4.2946
H -3.8208 10.6467 3.3950
C 16.7718 9.6107 13.0102
C 15.8332 9.7033 14.1412
C 14.3502 10.0137 13.7804
C 13.9929 11.4726 13.4170
N 12.4520 11.8192 13.4762
C 11.9281 11.6847 14.9629
C 11.7467 13.1102 15.5252
C 11.4104 13.9324 14.2564
C 12.1408 13.2541 13.0426
C 11.5005 10.8388 12.6709
C 11.8775 10.7184 11.1554
C 11.0064 9.6542 10.4198
H 16.9675 10.5846 12.5615
H 16.3672 9.1427 12.1128
H 17.6729 9.1291 13.3900
H 16.1467 10.4416 14.8793
H 15.8697 8.7691 14.7015
H 13.8088 9.6972 14.6720
H 13.9840 9.3336 13.0114
H 14.2921 11.7181 12.3980
H 14.2932 12.2205 14.1508
H 11.1358 10.9372 15.0022
H 12.7451 11.3545 15.6045
H 11.0108 13.2577 16.3157
H 12.7143 13.4088 15.9285
H 10.3637 14.2133 14.1390
H 11.9343 14.8469 14.5343
H 11.6598 13.5030 12.0966
H 13.1182 13.6045 12.7109
H 10.4831 11.1116 12.9514
H 11.6109 9.8882 13.1928
H 12.9228 10.5397 10.9033
H 11.7416 11.7036 10.7093
H 11.5177 8.7239 10.6671
H 10.9874 9.6830 9.3304
H 10.0234 9.4307 10.8343
C 6.3848 15.5878 -2.2861
C 7.3300 15.1246 -1.2140
C 6.7521 13.7345 -0.7450
C 7.8703 12.7785 -0.1488
N 7.5438 11.8368 1.0621
C 8.6144 10.6931 1.1453
C 7.7841 9.4897 1.7476
C 6.3029 9.8131 1.6014
C 6.2506 11.0246 0.7561
C 7.3322 12.7764 2.3302
C 8.5815 13.5636 2.7533
C 8.4526 14.2537 4.1655
H 5.4228 15.7593 -1.8030
H 6.1847 14.8411 -3.0546
H 6.6899 16.5141 -2.7728
H 7.1079 15.7235 -0.3308
H 8.3718 15.2606 -1.5040
H 6.2187 13.3618 -1.6194
H 5.9451 13.9755 -0.0529
H 8.6315 13.5117 0.1179
H 8.3272 12.1937 -0.9471
H 9.5066 11.1146 1.6085
H 8.8940 10.4757 0.1145
H 8.1358 9.4107 2.7763
H 7.9573 8.5765 1.1783
H 5.9136 10.1215 2.5717
H 5.6915 8.9930 1.2248
H 5.4254 11.6764 1.0433
H 6.3268 10.7926 -0.3062
H 7.0458 12.1032 3.1383
H 6.4999 13.4014 2.0067
H 8.7632 14.3444 2.0148
H 9.4714 12.9372 2.6914
H 9.3996 14.6376 4.5449
H 8.1187 13.5714 4.9473
H 7.7064 15.0480 4.1438
C 4.3473 13.2619 7.3356
C 3.6364 12.9766 8.6193
C 4.6221 13.0840 9.8397
C 4.8402 14.5675 10.4828
N 5.9100 14.5683 11.5968
C 6.3522 15.9718 12.0682
C 5.2782 16.6043 12.9679
C 4.7045 15.3989 13.6259
C 5.2283 14.1418 12.9487
C 7.1176 13.5974 11.3356
C 7.8712 13.9165 10.0467
C 9.1819 13.0953 9.9998
H 3.5949 12.9427 6.6144
H 5.1824 12.5626 7.3763
H 4.7813 14.2358 7.1091
H 3.2962 11.9411 8.6295
H 2.7026 13.5051 8.8113
H 5.5573 12.5590 9.6452
H 4.3333 12.4871 10.7048
H 3.8602 14.7319 10.9307
H 5.1340 15.3267 9.7579
H 7.2346 15.9328 12.7069
H 6.6398 16.6023 11.2268
H 5.7228 17.2465 13.7282
H 4.4950 17.0733 12.3722
H 4.9120 15.4046 14.6959
H 3.6312 15.2546 13.5017
H 5.8822 13.7608 13.7331
H 4.5332 13.3074 12.8556
H 6.6936 12.5946 11.2828
H 7.6984 13.6340 12.2573
H 7.8842 14.9892 9.8535
H 7.3971 13.4128 9.2043
H 9.6415 13.4342 10.9283
H 9.7142 13.4496 9.1171
H 9.0846 12.0133 10.0885
N 8.2089 6.6163 9.4085
S 7.6909 7.5868 10.7417
O 8.6144 7.9053 11.8546
O 6.2824 7.5866 10.9989
F 7.7663 8.9289 9.8211
S 8.7230 5.4643 10.3057
O 7.7089 4.5903 10.8991
O 9.9231 5.6084 11.0406
F 9.1858 4.6080 8.9837
N 6.8920 8.8571 6.5918
S 5.5656 9.5075 6.1419
O 5.4867 10.4457 5.0513
O 4.5936 9.6841 7.1842
F 5.0246 8.0950 5.4485
S 7.6645 10.3547 6.7437
O 7.0530 11.3776 7.6199
O 8.3927 10.7528 5.5324
F 8.7933 9.6612 7.6777
*
```

Properties
Expectation value of S² ... 0.750
E_HOMO (alpha / beta) ... -10.8052 / -16.6367 eV